Record 1
# C5H12O2

One molecule with the formula C5H12O2 (ωB97M-V with the def2-TZVPD basis set, the OMol25 dataset).

The geometry in ORCA input format:
```
! wB97M-V def2-TZVPD RIJCOSX def2/J DEFGRID3
* xyz 0 1
C 2.64 -0.75 0.40
C 1.63 0.14 -0.33
C 0.21 -0.08 0.17
O 0.07 0.66 1.38
C -0.84 0.32 -0.87
C -2.27 0.04 -0.42
O -2.58 0.92 0.65
H 3.66 -0.55 0.08
H 2.58 -0.58 1.48
H 2.42 -1.81 0.22
H 1.68 -0.04 -1.41
H 1.87 1.20 -0.16
H 0.07 -1.16 0.38
H -0.88 0.84 1.49
H -0.66 -0.25 -1.79
H -0.74 1.38 -1.12
H -2.35 -1.01 -0.09
H -2.97 0.19 -1.25
H -3.42 0.65 1.05
*
```

Calculated values
E_tot = -348.17964 hartree
LUMO level = 0.7471 eV
ΔE to the lowest compared entry with this formula, charge and spin = 15.80 kcal per mole
frontier orbital gap = 10.6 eV

=====

Record 2
# C11H15N

A 2-piece molecular cluster, C11H15N overall (ωB97M-V with the def2-TZVPD basis set, the OMol25 dataset).

The geometry in ORCA input format:
```
! wB97M-V def2-TZVPD RIJCOSX def2/J DEFGRID3
* xyz 0 1
C 2.68 -0.35 -2.01
C 3.11 0.58 -0.88
H 2.60 0.16 -2.97
H 3.56 -0.99 -2.18
H 1.79 -0.90 -1.74
H 3.19 0.03 0.07
H 2.39 1.36 -0.61
H 4.08 1.08 -0.97
C -1.80 1.31 -2.01
C -0.75 0.34 0.19
C -1.37 0.20 -1.09
C -0.57 -0.97 0.71
C -1.50 -1.13 -1.31
C -0.36 1.44 0.97
C 0.14 1.27 2.24
C 0.17 -0.03 2.80
C -0.19 -1.13 2.05
N -1.00 -1.84 -0.23
H -0.47 2.40 0.49
H 0.56 2.07 2.84
H 0.57 -0.25 3.77
H -1.15 2.18 -1.91
H -2.85 1.56 -1.82
H -1.89 -1.62 -2.19
H -1.19 -2.83 -0.16
H -0.14 -2.14 2.46
H -1.87 0.94 -3.04
*
```

Calculated values
E_tot = -482.90066 hartree
LUMO level = 0.9160 eV
ΔE to the lowest compared entry with this formula, charge and spin = 9.11 kcal per mole
frontier orbital gap = 8.8 eV

=====

Record 3
# C5H7BrN2

One molecule with the formula C5H7BrN2 (ωB97M-V with the def2-TZVPD basis set, the OMol25 dataset).

The geometry in ORCA input format:
```
! wB97M-V def2-TZVPD RIJCOSX def2/J DEFGRID3
* xyz 0 1
C -0.31 0.37 -0.42
C -1.61 0.42 0.00
C 0.23 1.82 -0.29
C 0.80 -1.62 0.70
C 0.52 -0.89 -0.64
N -1.95 1.70 0.36
N -0.93 2.50 0.22
Br -2.69 -1.14 -0.02
H 1.17 2.07 0.33
H 0.59 2.31 -1.21
H 1.31 -1.10 1.45
H 1.35 -2.48 0.68
H -0.08 -1.87 1.29
H 0.01 -1.47 -1.35
H 1.59 -0.60 -1.10
*
```

Calculated values
E_tot = -2878.15018 hartree
LUMO level = -0.2063 eV
ΔE to the lowest compared entry with this formula, charge and spin = 40.89 kcal per mole
frontier orbital gap = 9.1 eV

=====

Record 4
# C29H19AgCl3F9N3OPSSi

C29H19AgCl3F9N3OPSSi as an isolated structure (ωB97M-V with the def2-TZVPD basis set, the OMol25 dataset).

The geometry in ORCA input format:
```
! wB97M-V def2-TZVPD RIJCOSX def2/J DEFGRID3
* xyz -2 1
Ag 13.15 11.82 13.47
N 15.85 14.12 14.49
C 16.29 12.89 14.24
S 15.28 11.60 14.81
N 17.52 12.78 13.71
N 17.95 11.58 13.45
C 19.27 11.42 13.09
C 19.83 10.23 12.64
C 21.20 10.13 12.47
C 21.85 8.89 12.51
C 21.17 7.81 13.20
C 19.80 7.73 13.05
C 19.06 8.92 12.61
O 17.91 8.82 12.06
H 14.85 14.18 14.69
H 16.42 14.95 14.35
H 19.89 12.36 13.16
H 21.81 11.06 12.44
H 22.93 8.86 12.29
H 21.77 6.98 13.62
H 19.24 6.79 13.24
Cl 11.50 15.20 13.35
Si 12.21 13.67 12.11
Cl 13.86 14.43 11.09
Cl 10.78 13.31 10.63
F 6.43 7.28 14.37
C 7.11 8.24 15.12
F 6.37 9.41 14.95
F 6.98 7.82 16.41
C 8.47 8.51 14.65
C 9.04 9.81 14.71
C 10.28 10.09 14.13
C 11.10 8.98 13.63
C 10.53 7.71 13.67
C 9.29 7.44 14.19
P 12.84 9.24 13.06
C 13.37 8.41 11.61
C 14.70 8.47 11.19
C 15.18 7.56 10.19
C 14.28 7.05 9.29
C 12.89 7.27 9.55
C 12.44 7.90 10.67
C 14.69 6.49 7.97
F 14.17 7.22 6.93
F 14.27 5.17 7.76
F 16.04 6.54 7.84
C 13.82 8.45 14.33
C 14.92 7.59 14.21
C 15.43 7.02 15.35
C 14.83 7.15 16.57
C 13.88 8.20 16.73
C 13.41 8.85 15.64
C 15.04 6.12 17.61
F 13.88 6.11 18.39
F 15.26 4.91 17.04
F 16.12 6.40 18.38
H 8.48 10.55 15.24
H 10.61 11.12 13.94
H 11.14 6.89 13.32
H 8.95 6.43 14.30
H 15.44 9.11 11.72
H 16.24 7.32 10.04
H 12.19 6.82 8.87
H 11.39 7.97 10.87
H 15.42 7.43 13.28
H 16.20 6.30 15.22
H 13.37 8.37 17.63
H 12.78 9.70 15.81
*
```

Calculated values
E_tot = -4811.56304 hartree
LUMO level = 3.2987 eV
frontier orbital gap = 3.6 eV

=====

Record 5
# C64H52FeGeN2O2S2Se

C64H52FeGeN2O2S2Se as an isolated structure (ωB97M-V with the def2-TZVPD basis set, the OMol25 dataset).

The geometry in ORCA input format:
```
! wB97M-V def2-TZVPD RIJCOSX def2/J DEFGRID3
* xyz -2 5
Fe -0.02 0.44 -0.58
C -4.39 2.48 5.49
C -3.33 2.21 4.46
C -3.66 1.68 3.22
C -2.67 1.44 2.26
C -1.36 1.72 2.56
C -0.99 2.26 3.79
C -1.98 2.49 4.73
S -0.06 1.51 1.37
O 0.63 2.83 1.39
C 0.84 0.20 2.18
C 0.00 -1.05 2.04
C 0.71 -2.22 2.63
C 2.03 -2.17 3.08
C 2.67 -3.33 3.61
C 3.97 -3.30 4.03
C 4.72 -2.11 3.91
C 4.12 -0.97 3.40
C 2.78 -0.96 3.01
C 2.14 0.27 2.49
C 3.00 1.46 2.22
C 3.58 2.18 3.29
C 3.21 1.97 4.65
C 3.82 2.66 5.69
C 4.80 3.60 5.42
C 5.17 3.86 4.09
C 4.58 3.18 3.02
C 4.93 3.45 1.65
C 4.27 2.82 0.61
C 3.30 1.86 0.87
S 2.48 1.13 -0.50
O 3.40 0.18 -1.22
C 2.29 2.52 -1.63
C 2.34 2.18 -2.97
C 2.04 3.13 -3.94
C 1.70 4.43 -3.59
C 1.37 5.46 -4.64
C 1.67 4.76 -2.23
C 1.96 3.82 -1.25
H -5.38 2.24 5.11
H -4.38 3.54 5.78
H -4.22 1.89 6.39
H -4.69 1.47 2.98
H -2.92 1.07 1.27
H 0.05 2.48 4.00
H -1.71 2.91 5.70
H -0.95 -0.90 2.58
H 0.20 -3.17 2.65
H 2.09 -4.25 3.67
H 4.44 -4.19 4.44
H 5.76 -2.08 4.22
H 4.70 -0.06 3.30
H 2.44 1.23 4.87
H 3.52 2.47 6.72
H 5.28 4.14 6.24
H 5.93 4.60 3.87
H 5.70 4.18 1.44
H 4.52 3.08 -0.41
H 2.63 1.17 -3.25
H 2.06 2.85 -4.99
H 0.90 4.99 -5.51
H 2.27 5.98 -4.98
H 0.68 6.21 -4.25
H 1.40 5.77 -1.93
H 1.91 4.08 -0.20
C -0.19 -1.19 0.48
Ge -1.43 -2.47 -0.15
C -0.72 -3.46 -1.72
C -1.14 -3.39 -3.05
C -0.55 -4.17 -4.04
C 0.48 -5.05 -3.73
C 0.93 -5.12 -2.41
C 0.34 -4.34 -1.43
C -1.96 -3.98 1.08
C -2.45 -3.66 2.36
C -2.85 -4.64 3.26
C -2.78 -5.98 2.91
C -2.32 -6.33 1.65
C -1.92 -5.34 0.75
C -3.28 -1.82 -0.50
C -3.87 -1.11 0.55
C -5.14 -0.56 0.46
C -5.87 -0.68 -0.72
C -5.31 -1.38 -1.79
C -4.04 -1.94 -1.67
H -1.91 -2.69 -3.34
H -0.90 -4.09 -5.07
H 0.95 -5.65 -4.50
H 1.75 -5.78 -2.15
H 0.71 -4.40 -0.41
H -2.52 -2.62 2.67
H -3.21 -4.35 4.25
H -3.09 -6.75 3.62
H -2.27 -7.37 1.36
H -1.57 -5.64 -0.23
H -3.31 -0.97 1.47
H -5.55 -0.01 1.30
H -6.85 -0.24 -0.81
H -5.86 -1.48 -2.71
H -3.65 -2.48 -2.52
Se -1.81 1.93 -1.24
C -2.49 2.40 -2.94
C -1.79 3.19 -3.85
C -2.39 3.58 -5.04
N -3.63 3.25 -5.41
C -4.29 2.47 -4.54
C -3.78 2.02 -3.33
H -0.77 3.50 -3.62
H -1.84 4.21 -5.74
H -5.30 2.19 -4.83
H -4.38 1.40 -2.67
C 1.82 -2.02 -6.07
C 1.29 -1.52 -4.75
C 1.83 -1.94 -3.55
C 1.33 -1.44 -2.35
N 0.34 -0.55 -2.30
C -0.20 -0.16 -3.46
C 0.23 -0.62 -4.69
H 2.57 -2.79 -5.92
H 2.27 -1.20 -6.63
H 1.01 -2.43 -6.68
H 2.63 -2.66 -3.52
H 1.70 -1.76 -1.39
H -1.02 0.54 -3.38
H -0.26 -0.27 -5.59
*
```

Calculated values
E_tot = -9268.32725 hartree
LUMO level (alpha / beta) = 3.9061 / 3.9048 eV
frontier orbital gap (alpha / beta) = 3.5 / 5.2 eV
expectation value of S² = 6.1135